Density functional theory data (ωB97M-V/def2-TZVPD) for a 9-piece molecular cluster, C36H48F9N2O24 overall.

```
119
Properties=species:S:1:pos:R:3
C -0.7296 -2.5215 0.1719
C -1.7897 -2.0863 -1.0398
C -1.0479 -1.0466 -2.0679
C -1.9079 0.2988 -2.4387
C -3.3990 0.1733 -3.1084
N -4.3845 0.7645 -2.3080
C -3.7021 1.2756 -1.0581
C -4.4851 2.3295 -0.0652
C -6.1416 2.1002 -0.0469
F -4.0443 1.9747 1.3357
C -2.0790 1.5044 -1.3408
C -1.5973 2.9423 -1.9741
C -0.1505 3.4680 -1.3201
C 1.0660 2.3822 -1.6682
N 1.4548 1.7692 -0.3082
H -0.8701 -3.6551 0.5052
H 0.3976 -2.3785 -0.1606
H -0.8648 -1.8384 1.1358
H -2.7470 -1.6689 -0.5116
H -2.1140 -3.0988 -1.5640
H -0.0073 -0.7571 -1.6084
H -0.8097 -1.6691 -3.0578
H -1.2663 0.7477 -3.3372
H -3.6758 -0.2949 -4.1477
H -5.3982 0.8066 -2.5932
H -3.6878 0.2937 -0.3823
H -4.1809 3.4483 -0.2237
H -6.5817 1.8861 -1.1124
H -6.3842 1.1975 0.6943
H -6.5746 3.0886 0.4426
H -1.4444 1.1181 -0.4367
H -1.4117 2.9156 -3.1460
H -2.4606 3.7502 -1.8201
H -0.2469 3.5940 -0.1564
H 0.1369 4.4542 -1.8924
H 0.6834 1.5443 -2.4172
H 2.0023 2.9038 -2.1707
H 2.0907 0.9613 -0.4885
H 1.9776 2.5022 0.2229
C -3.9498 -0.3640 3.4271
C -4.7711 -1.4261 2.7797
O -4.6543 -2.5177 3.6638
C -4.4660 -1.9601 4.8927
O -4.5950 -2.5633 5.9450
O -4.1221 -0.6390 4.8028
F -4.2430 -1.7848 1.5880
H -2.8870 -0.4363 3.1729
H -4.3017 0.6416 3.1813
H -5.8272 -1.1639 2.6559
C 2.8825 -1.5126 -5.7442
C 2.6842 -1.1872 -4.3032
O 1.5420 -0.3612 -4.3061
C 0.8150 -0.7653 -5.3854
O -0.3578 -0.4824 -5.5653
O 1.5585 -1.5335 -6.2389
F 3.7258 -0.4719 -3.8226
H 3.4567 -0.7467 -6.2764
H 3.3703 -2.4804 -5.8888
H 2.5057 -2.0601 -3.6664
C -8.0336 -2.3589 6.8005
C -9.1868 -1.4851 7.1589
O -9.1012 -0.4288 6.2294
C -8.5210 -0.9753 5.1242
O -8.5272 -0.4561 4.0204
O -7.9372 -2.1810 5.4016
F -9.0360 -0.9727 8.4008
H -7.0980 -2.0402 7.2722
H -8.2131 -3.4079 7.0509
H -10.1635 -1.9731 7.0727
C 4.5853 3.7886 -3.8534
C 5.8188 3.6531 -4.6792
O 5.5835 2.4860 -5.4339
C 4.2299 2.4235 -5.5774
O 3.6600 1.7166 -6.3918
O 3.5882 3.2561 -4.7020
F 6.9018 3.4437 -3.8976
H 4.6273 3.2015 -2.9298
H 4.3681 4.8292 -3.5979
H 6.0026 4.4966 -5.3532
C 4.2467 -7.1754 -5.2827
C 4.9026 -6.0703 -6.0379
O 4.2026 -4.9219 -5.6159
C 3.7867 -5.2056 -4.3497
O 3.3901 -4.3686 -3.5559
O 3.8752 -6.5427 -4.0745
F 4.7154 -6.2181 -7.3686
H 3.3503 -7.5567 -5.7832
H 4.9260 -8.0112 -5.0949
H 5.9698 -5.9510 -5.8223
C 2.6008 -1.0704 2.7634
C 2.4025 -0.7449 4.2044
O 1.2603 0.0811 4.2016
C 0.5332 -0.3230 3.1223
O -0.6396 -0.0402 2.9423
O 1.2768 -1.0912 2.2688
F 3.4441 -0.0296 4.6851
H 3.1749 -0.3045 2.2313
H 3.0886 -2.0381 2.6189
H 2.2239 -1.6179 4.8413
C 3.9443 -2.7688 8.4246
C 5.4243 -2.7928 8.2498
O 5.5948 -3.3273 6.9567
C 4.4775 -2.9575 6.2701
O 4.3776 -2.9940 5.0549
O 3.4840 -2.5328 7.1091
F 6.0012 -3.6334 9.1376
H 3.5445 -3.7232 8.7832
H 3.6183 -1.9751 9.1022
H 5.8990 -1.8074 8.3064
C 2.4589 7.7124 -1.0003
C 2.1675 7.2544 -2.3885
O 2.9437 6.0851 -2.5195
C 3.0327 5.5756 -1.2589
O 3.3871 4.4365 -1.0045
O 2.6686 6.4949 -0.3135
F 2.6020 8.1579 -3.2955
H 3.3645 8.3251 -0.9376
H 1.6267 8.2707 -0.5632
H 1.1137 7.0192 -2.5716
```

Summary:
Energy (eV): -114676.699
Kohn-Sham gap (eV): 7.436
Net charge: +1
LUMO (eV): -3.983
Multiplicity: 1
HOMO level (eV): -11.42